{"formula": "C31H30CdN7O7S2", "method": "ωB97M-V/def2-TZVPD", "relative_energy_kj_mol": 72.4, "charge": -1, "mol_weight_g_mol": 789.2, "total_energy_ha": -3073.386161, "orbital_gap_ev": 6.918, "homo_energy_ev": -4.88, "elements": ["Cd", "N", "C", "C", "C", "C", "C", "C", "S", "O", "O", "N", "C", "N", "C", "C", "C", "N", "H", "H", "H", "H", "H", "H", "H", "H", "H", "O", "N", "C", "C", "C", "C", "C", "S", "H", "H", "H", "H", "C", "N", "C", "C", "C", "C", "C", "C", "C", "C", "H", "H", "H", "H", "H", "H", "H", "H", "H", "H", "H", "H", "H", "O", "C", "O", "C", "C", "C", "C", "C", "C", "N", "O", "O", "H", "H", "H", "H"], "xyz": [[-0.73, 0.23, -0.42], [2.35, -4.99, 5.77], [1.60, -4.26, 4.84], [1.59, -2.87, 4.88], [0.83, -2.15, 3.98], [0.06, -2.82, 3.04], [0.04, -4.21, 3.00], [0.81, -4.93, 3.90], [-0.86, -1.92, 1.84], [-2.07, -2.66, 1.57], [-1.01, -0.57, 2.36], [-0.07, -1.84, 0.44], [1.28, -1.81, 0.25], [1.61, -1.28, -0.94], [2.89, -1.13, -1.21], [3.89, -1.54, -0.33], [3.44, -2.12, 0.84], [2.16, -2.27, 1.15], [3.14, -4.49, 6.15], [2.61, -5.91, 5.46], [2.20, -2.35, 5.60], [0.84, -1.07, 3.98], [-0.57, -4.72, 2.27], [0.80, -6.01, 3.88], [3.12, -0.66, -2.16], [4.94, -1.41, -0.55], [4.15, -2.47, 1.59], [-2.22, -0.48, -2.05], [-2.14, -1.66, -2.65], [-2.06, -2.77, -1.88], [-1.99, -4.02, -2.43], [-2.00, -4.14, -3.82], [-2.11, -3.01, -4.59], [-2.20, -1.72, -4.02], [-2.38, -0.32, -4.96], [-2.09, -2.59, -0.82], [-1.93, -4.88, -1.77], [-1.93, -5.11, -4.30], [-2.13, -3.06, -5.66], [-3.58, 2.68, -4.03], [-3.07, 2.02, -2.81], [-4.17, 1.73, -1.87], [-1.87, 2.79, -2.24], [-1.98, 3.10, -0.78], [-2.48, 4.34, -0.39], [-2.64, 4.65, 0.95], [-2.30, 3.70, 1.91], [-1.79, 2.46, 1.51], [-1.61, 2.13, 0.17], [-4.34, 2.05, -4.47], [-2.76, 2.80, -4.73], [-3.99, 3.66, -3.75], [-2.71, 1.09, -3.12], [-4.63, 2.66, -1.55], [-3.77, 1.20, -1.01], [-4.88, 1.09, -2.39], [-1.78, 3.71, -2.83], [-0.99, 2.18, -2.46], [-2.74, 5.07, -1.15], [-3.02, 5.62, 1.25], [-2.41, 3.92, 2.96], [-1.54, 1.73, 2.28], [1.18, 3.51, -2.33], [1.38, 2.52, -1.63], [0.83, 1.38, -1.73], [2.48, 2.64, -0.58], [3.50, 3.56, -0.78], [4.56, 3.68, 0.11], [4.59, 2.90, 1.25], [3.55, 2.01, 1.46], [2.50, 1.85, 0.57], [3.56, 1.19, 2.68], [4.56, 1.23, 3.38], [2.60, 0.49, 2.91], [3.45, 4.18, -1.67], [5.35, 4.39, -0.08], [5.39, 2.97, 1.98], [1.72, 1.13, 0.78]], "lowdin_charge": [1.425, 0.082, -0.326, -0.025, -0.065, -0.314, -0.061, -0.037, 0.559, -0.333, -0.367, -0.183, -0.494, 0.084, -0.142, -0.072, -0.144, 0.139, 0.081, 0.080, 0.111, 0.098, 0.114, 0.105, 0.114, 0.090, 0.107, -0.301, -0.201, -0.038, -0.068, -0.093, -0.121, -0.712, 0.589, 0.084, 0.101, 0.099, 0.089, -0.067, -0.207, -0.019, -0.092, -0.300, -0.068, -0.108, -0.106, -0.141, -0.184, 0.080, 0.093, 0.098, 0.021, 0.100, 0.079, 0.102, 0.119, 0.086, 0.104, 0.090, 0.092, 0.060, 0.009, -0.650, -0.161, -0.100, -0.010, -0.066, -0.017, -0.141, 0.050, -0.343, 0.053, 0.070, 0.115, 0.100, 0.110, 0.101]}


{"formula": "C31H30Cl2CsNOP3S2", "method": "ωB97M-V/def2-TZVPD", "relative_energy_kj_mol": 127.0, "charge": -1, "mol_weight_g_mol": 793.5, "total_energy_ha": -4090.421170, "orbital_gap_ev": 6.414, "homo_energy_ev": -4.46, "elements": ["Cs", "C", "P", "C", "C", "C", "C", "C", "C", "C", "P", "C", "C", "H", "H", "H", "H", "H", "H", "H", "H", "H", "H", "H", "H", "H", "H", "H", "H", "Cl", "C", "C", "C", "Cl", "C", "C", "C", "C", "N", "C", "C", "O", "H", "H", "H", "H", "S", "P", "S", "C", "C", "C", "C", "C", "C", "C", "C", "C", "C", "C", "C", "H", "H", "H", "H", "H", "H", "H", "H", "H", "H"], "xyz": [[-0.08, -1.21, -1.04], [-4.13, -1.99, 2.29], [-3.48, -0.56, 1.31], [-5.02, 0.00, 0.46], [-3.47, 0.69, 2.66], [-4.56, 0.95, 3.48], [-4.48, 1.91, 4.47], [-3.31, 2.63, 4.65], [-2.22, 2.38, 3.83], [-2.29, 1.41, 2.83], [-0.90, 1.03, 1.70], [-0.53, 2.75, 1.17], [0.41, 0.78, 2.96], [-5.07, -1.75, 2.79], [-3.38, -2.25, 3.04], [-4.27, -2.84, 1.63], [-5.87, 0.06, 1.14], [-5.24, -0.69, -0.36], [-4.82, 0.98, 0.04], [-5.48, 0.40, 3.36], [-5.33, 2.11, 5.11], [-3.24, 3.38, 5.42], [-1.31, 2.94, 3.97], [-0.41, 3.43, 2.01], [-1.35, 3.09, 0.53], [0.38, 2.72, 0.58], [0.43, 1.58, 3.70], [1.36, 0.75, 2.43], [0.24, -0.18, 3.45], [1.10, -4.12, -4.96], [-0.52, -4.42, -4.44], [-1.27, -5.39, -5.09], [-2.56, -5.64, -4.69], [-3.48, -6.86, -5.52], [-3.14, -4.93, -3.63], [-4.46, -5.13, -3.17], [-4.94, -4.39, -2.12], [-4.09, -3.45, -1.53], [-2.86, -3.23, -1.93], [-2.37, -3.93, -2.95], [-1.00, -3.64, -3.36], [-0.32, -2.76, -2.78], [-0.83, -5.94, -5.91], [-5.08, -5.87, -3.65], [-5.95, -4.53, -1.75], [-4.43, -2.85, -0.70], [4.35, -0.73, -2.01], [3.77, 0.78, -0.89], [1.92, 0.93, -0.21], [4.91, 0.88, 0.54], [4.50, 0.58, 1.83], [5.41, 0.63, 2.87], [6.73, 0.97, 2.62], [7.15, 1.24, 1.32], [6.24, 1.19, 0.28], [4.12, 2.39, -1.72], [3.72, 3.59, -1.14], [3.92, 4.78, -1.82], [4.52, 4.78, -3.06], [4.93, 3.58, -3.64], [4.72, 2.39, -2.97], [3.47, 0.31, 2.00], [5.09, 0.41, 3.88], [7.44, 1.03, 3.43], [8.18, 1.49, 1.13], [6.55, 1.39, -0.73], [3.24, 3.57, -0.17], [3.61, 5.71, -1.37], [4.68, 5.71, -3.59], [5.41, 3.58, -4.61], [5.01, 1.45, -3.41]], "lowdin_charge": [1.016, -0.286, 0.867, -0.284, -0.409, -0.103, -0.091, -0.087, -0.100, -0.404, 0.788, -0.302, -0.286, 0.027, 0.038, 0.016, 0.028, 0.017, 0.038, 0.091, 0.099, 0.100, 0.092, 0.031, 0.040, -0.054, 0.032, -0.036, 0.041, 0.677, -0.604, -0.149, -0.637, 0.634, -0.189, -0.045, -0.066, -0.160, 0.116, -0.150, -0.457, -0.540, 0.099, 0.079, 0.096, 0.064, 0.176, -0.024, 0.081, -0.379, -0.104, -0.096, -0.108, -0.095, -0.099, -0.384, -0.106, -0.098, -0.108, -0.095, -0.119, 0.058, 0.096, 0.092, 0.096, 0.103, 0.091, 0.095, 0.092, 0.096, 0.052]}


{"formula": "C31H30CuF10N3O5Te", "method": "ωB97M-V/def2-TZVPD", "relative_energy_kj_mol": 102.6, "charge": -1, "mol_weight_g_mol": 905.7, "multiplicity": 2, "total_energy_ha": -4646.892150, "orbital_gap_ev": [6.917, 6.956], "s2": 0.7537, "homo_energy_ev": [-5.33, -5.37], "elements": ["Cu", "C", "C", "N", "C", "C", "C", "C", "N", "C", "C", "F", "C", "F", "C", "C", "F", "C", "F", "H", "H", "H", "H", "H", "H", "H", "H", "H", "H", "H", "H", "H", "H", "H", "C", "C", "O", "C", "F", "F", "F", "C", "F", "F", "F", "H", "H", "H", "C", "Te", "C", "C", "C", "C", "C", "C", "C", "H", "H", "H", "H", "H", "H", "H", "H", "O", "C", "O", "C", "C", "C", "C", "C", "C", "N", "O", "O", "H", "H", "H", "H"], "xyz": [[-1.04, 0.10, 1.35], [-5.35, -0.57, 0.55], [-3.97, -0.26, 1.17], [-2.77, -0.37, 0.32], [-2.83, 0.43, -0.95], [-3.33, 1.89, -0.75], [-2.47, -1.83, -0.11], [-1.93, -2.55, 1.16], [-0.67, -1.81, 1.50], [0.13, -2.37, 2.47], [-0.24, -2.26, 3.83], [-1.48, -2.00, 4.27], [0.73, -2.50, 4.78], [0.42, -2.44, 6.08], [2.03, -2.88, 4.46], [2.35, -3.08, 3.12], [3.62, -3.38, 2.77], [1.44, -2.81, 2.13], [1.82, -3.07, 0.88], [-6.10, -0.43, 1.35], [-5.57, 0.11, -0.29], [-5.45, -1.58, 0.28], [-3.93, 0.74, 1.61], [-3.91, -1.06, 1.93], [-1.83, 0.36, -1.29], [-3.51, -0.08, -1.60], [-2.74, 2.53, -0.13], [-3.46, 2.32, -1.70], [-4.33, 1.93, -0.38], [-3.29, -2.38, -0.57], [-1.65, -1.69, -0.81], [-2.73, -2.46, 1.93], [-1.71, -3.57, 0.97], [2.73, -3.13, 5.28], [-1.04, 2.08, 4.03], [-1.63, 2.64, 2.76], [-2.01, 1.66, 1.92], [-2.92, 3.48, 3.18], [-2.70, 4.33, 4.25], [-3.88, 2.63, 3.58], [-3.45, 4.23, 2.17], [-0.60, 3.68, 2.20], [-1.02, 4.15, 0.96], [0.61, 3.19, 2.04], [-0.44, 4.84, 2.98], [-1.77, 1.46, 4.50], [-0.60, 2.86, 4.67], [-0.13, 1.58, 3.70], [1.25, -0.82, -3.04], [0.22, -2.68, -3.21], [0.75, -2.34, -5.31], [0.84, -0.82, -5.52], [0.78, -0.26, -6.77], [0.96, 1.10, -6.92], [1.22, 1.92, -5.84], [1.23, 1.33, -4.53], [1.07, -0.06, -4.34], [2.33, -0.93, -2.94], [0.94, -0.22, -2.18], [-0.02, -2.79, -5.89], [1.68, -2.81, -5.61], [0.64, -0.84, -7.65], [0.95, 1.50, -7.93], [1.32, 3.04, -5.99], [1.44, 2.04, -3.67], [1.01, 0.43, 1.73], [1.34, 0.65, 0.53], [0.58, 0.86, -0.43], [2.84, 0.52, 0.23], [3.44, -0.39, 1.05], [4.70, -0.81, 0.75], [5.38, -0.26, -0.37], [4.77, 0.67, -1.19], [3.47, 1.06, -0.86], [6.73, -0.68, -0.71], [7.05, -0.43, -1.87], [7.37, -1.35, 0.08], [2.87, -0.69, 1.92], [5.25, -1.50, 1.30], [5.32, 1.14, -1.99], [2.88, 1.80, -1.40]], "lowdin_spin": [0.715, 0.002, 0.002, 0.072, 0.005, 0.000, 0.000, 0.003, 0.056, 0.002, 0.010, 0.002, -0.001, -0.002, 0.014, -0.001, -0.001, 0.010, 0.003, 0.000, 0.000, 0.000, 0.000, 0.000, 0.000, 0.003, 0.000, 0.000, 0.000, 0.001, 0.000, 0.000, 0.001, 0.001, 0.000, 0.005, 0.037, 0.003, 0.001, 0.000, 0.000, 0.000, 0.000, 0.000, 0.000, 0.000, 0.000, 0.000, 0.000, 0.000, 0.000, 0.000, 0.000, 0.000, 0.000, 0.000, 0.000, 0.000, 0.000, 0.000, 0.000, 0.000, 0.000, 0.000, 0.000, 0.053, 0.002, -0.003, 0.003, 0.000, 0.000, 0.000, 0.000, 0.000, 0.000, 0.000, 0.000, 0.000, 0.000, 0.000, 0.000]}